# 1
Entry from the Open Molecules 2025 dataset: a 6-piece molecular cluster, C24H66N6O6 overall in a non-equilibrium geometry (ωB97M-V/def2-TZVPD).

Cartesian coordinates (Å):
C -5.0615 1.3982 -5.2013
O -4.3121 2.1300 -4.2429
C -5.1492 2.3792 -3.1050
C -4.3193 2.6923 -1.8393
C -4.9711 3.3663 -0.6708
N -3.2042 3.4592 -2.2406
H -5.9820 1.9298 -5.4424
H -5.3203 0.4182 -4.8003
H -4.4435 1.1774 -6.0716
H -5.7164 3.2636 -3.3952
H -5.8622 1.5736 -2.9299
H -3.9792 1.7342 -1.4464
H -4.2266 3.8985 -0.0788
H -5.1607 2.6129 0.0938
H -5.8396 3.9896 -0.8836
H -3.5536 4.4008 -2.1337
H -2.9131 3.3464 -3.2012
C -9.0759 4.7982 -9.0143
O -10.0970 4.8189 -8.0244
C -11.3966 5.0310 -8.7198
C -12.4787 5.4426 -7.8245
C -12.9379 4.4477 -6.7297
N -13.6932 5.6085 -8.5934
H -8.5923 5.7688 -9.1252
H -9.3957 4.4248 -9.9871
H -8.3473 4.0624 -8.6739
H -11.1623 5.6877 -9.5576
H -11.5704 4.0533 -9.1693
H -12.1321 6.3678 -7.3642
H -13.7824 3.7876 -6.9274
H -13.2922 4.8111 -5.7650
H -12.0466 3.8263 -6.6422
H -14.4412 5.8240 -7.9498
H -14.0332 4.7034 -8.8857
C -6.3720 11.8462 -4.5431
O -5.3271 10.9288 -4.4930
C -5.0575 10.4017 -5.7742
C -3.8781 9.3913 -5.5503
C -2.5501 9.9083 -4.9660
N -3.6134 8.6698 -6.7816
H -7.2620 11.3033 -4.8613
H -6.2277 12.7492 -5.1364
H -6.5971 12.2257 -3.5464
H -5.7857 9.7421 -6.2462
H -4.8670 11.2564 -6.4232
H -4.2351 8.6327 -4.8537
H -1.9500 9.0836 -4.5815
H -2.7562 10.5704 -4.1249
H -2.0231 10.3588 -5.8071
H -4.3477 8.1062 -7.1856
H -3.6442 9.4693 -7.3979
C -13.9563 3.9189 -2.9586
O -15.1692 4.3229 -3.5303
C -16.1424 4.6734 -2.4871
C -15.8282 5.8823 -1.6528
C -16.7977 6.2866 -0.5859
N -15.8588 6.9453 -2.5671
H -14.1255 3.0409 -2.3353
H -13.3402 4.6904 -2.4967
H -13.3112 3.5380 -3.7503
H -17.0540 4.7104 -3.0835
H -16.3686 3.7970 -1.8798
H -14.7939 5.9942 -1.3278
H -16.4605 7.0396 0.1264
H -17.2733 5.4534 -0.0684
H -17.7154 6.6669 -1.0345
H -16.7576 7.0546 -3.0146
H -15.3435 6.4213 -3.2599
C -6.9833 6.7114 -2.9145
O -8.1919 6.0247 -3.1787
C -8.2231 5.1272 -4.2789
C -9.6088 4.6399 -4.2233
C -10.0936 3.9139 -3.0599
N -9.8283 3.7398 -5.3578
H -6.3324 6.0655 -2.3253
H -7.3073 7.6071 -2.3845
H -6.5381 7.0446 -3.8520
H -7.9568 5.7187 -5.1550
H -7.4578 4.3527 -4.2283
H -10.4073 5.3565 -4.4154
H -11.0961 3.4871 -3.0909
H -10.0243 4.6841 -2.2917
H -9.4843 3.0226 -2.9098
H -9.6268 4.3392 -6.1453
H -10.8306 3.6190 -5.3286
C -7.5196 7.6719 0.4479
O -7.2742 7.6687 1.8486
C -6.1903 6.9217 2.3759
C -5.5563 7.6003 3.6213
C -5.0678 8.9672 3.0930
N -4.4391 6.8426 4.2235
H -7.5038 6.6614 0.0397
H -6.7407 8.2820 -0.0095
H -8.4707 8.1164 0.1545
H -6.4359 5.8912 2.6326
H -5.4282 6.8381 1.6011
H -6.3106 7.6519 4.4065
H -4.9615 9.0554 2.0118
H -4.2058 9.3837 3.6141
H -5.8933 9.6782 3.0604
H -4.1219 7.1280 5.1389
H -4.6993 5.8826 4.3991

Cartesian forces (eV/Å) of the 3 atoms listed first:
0.37 -0.31 0.27
-0.26 -0.77 0.51
-0.37 0.78 0.25

Properties
Spin multiplicity: 1
Structure (SMILES): COC[C@H](C)N.COC[C@H](C)N.COC[C@H](C)N.COC[C@H](C)N.COC[C@H](C)N.COC[C@H](C)N
Largest force on an atom (eV Å⁻¹): 4.2
Energy above the lowest of the compared OMol25 structures with the same formula, charge and spin (kcal per mole): 139.4
Kohn-Sham gap (eV): 9.2

***

# 2
Entry from the Open Molecules 2025 dataset: C61H43Br3F6O24 as an isolated structure in a non-equilibrium geometry (ωB97M-V/def2-TZVPD).

Cartesian coordinates (Å):
C -3.0187 -20.5367 -14.5797
C -2.8535 -21.5714 -15.7166
O -4.1931 -21.7450 -16.1760
C -5.0181 -21.4381 -15.1496
O -6.1994 -21.5508 -15.1157
O -4.3024 -20.9452 -14.1114
F -2.4353 -22.7398 -15.1414
H -3.1294 -19.5345 -14.9963
H -2.2687 -20.6852 -13.8109
H -2.2588 -21.3618 -16.6050
C -0.4292 -19.8094 -3.7457
C -0.7420 -20.2605 -5.1851
O -1.8993 -19.5349 -5.4564
C -2.0470 -18.5000 -4.6066
O -2.8470 -17.6448 -4.8279
O -1.1016 -18.5480 -3.6568
F -1.0876 -21.5860 -5.1997
H 0.6194 -19.5299 -3.6809
H -0.7943 -20.5909 -3.0807
H 0.1787 -20.1327 -5.7549
C -8.0062 -19.2093 -3.3837
C -8.9298 -20.1522 -4.1759
O -10.1229 -19.4283 -4.2946
C -10.0143 -18.2297 -3.6706
O -10.9021 -17.4377 -3.6170
O -8.8862 -18.1495 -2.9778
F -9.1190 -21.2629 -3.3858
H -7.1874 -18.8186 -3.9909
H -7.6492 -19.5605 -2.4171
H -8.6008 -20.4470 -5.1718
C -12.1132 -25.1015 -9.3123
C -13.1815 -25.8519 -8.5824
O -13.6655 -26.7070 -9.5890
C -13.3858 -26.1938 -10.8017
O -13.8209 -26.6483 -11.8072
O -12.5900 -25.1085 -10.6539
F -14.1878 -24.9922 -8.2276
H -11.0603 -25.3389 -9.1526
H -12.1113 -24.0413 -9.0398
H -12.7882 -26.3307 -7.6885
C -7.9953 -25.2654 -13.8872
C -7.3261 -26.3294 -14.7417
O -7.7281 -25.8440 -15.9943
C -9.0637 -25.4874 -15.8484
O -9.8836 -25.4087 -16.6928
O -9.2476 -25.2008 -14.5566
F -7.8624 -27.5719 -14.4998
H -7.3605 -24.3849 -14.0317
H -8.0910 -25.4062 -12.8175
H -6.2594 -26.4579 -14.5708
C -5.7257 -25.8704 -9.7892
C -6.3617 -26.2156 -8.4365
O -7.7340 -26.2358 -8.8147
C -7.9918 -25.8020 -10.0805
O -9.0551 -25.6110 -10.5833
O -6.8169 -25.4672 -10.6019
F -6.1882 -25.2258 -7.5248
H -5.4036 -26.7387 -10.3731
H -4.9987 -25.0617 -9.7757
H -6.2086 -27.1826 -7.9649
C -0.9665 -10.8435 -11.0004
C -1.2693 -10.7391 -12.3391
C -2.0643 -11.7744 -12.8694
C -2.4945 -12.8707 -12.1433
C -2.1371 -12.9331 -10.7807
C -1.3606 -11.9398 -10.2089
C -2.6789 -14.0007 -9.8993
O -2.5460 -14.0166 -8.6980
C -3.3531 -15.1774 -10.5718
C -3.6335 -16.3591 -9.8368
C -4.1704 -17.4728 -10.4213
C -4.4371 -17.4540 -11.8137
C -4.1508 -16.2986 -12.5078
C -3.6609 -15.1183 -11.9423
C -3.2814 -13.9364 -12.7839
O -3.6269 -13.8764 -13.9423
H -0.4008 -10.0593 -10.5107
H -1.0512 -9.8992 -12.9797
H -2.3987 -11.7263 -13.8992
H -1.0150 -11.9494 -9.1868
H -3.4339 -16.3072 -8.7735
H -4.5987 -18.2876 -9.8560
H -4.7635 -18.3569 -12.3084
H -4.2813 -16.4302 -13.5774
C -1.9011 -21.3651 -10.3142
C -0.8302 -22.0755 -10.8782
C 0.4727 -21.6494 -10.7653
C 0.7911 -20.4111 -10.1554
C -0.2342 -19.7611 -9.4599
C -1.5266 -20.2177 -9.6350
C 0.0330 -18.6311 -8.5274
O -0.7902 -18.1951 -7.7640
C 1.3830 -18.0178 -8.7711
C 1.6006 -16.7643 -8.1353
C 2.7815 -16.0985 -8.3885
C 3.8132 -16.6710 -9.1399
C 3.6501 -17.9576 -9.5701
C 2.4617 -18.6606 -9.4151
C 2.2206 -19.9935 -10.0207
O 3.1211 -20.6388 -10.5118
H -2.9401 -21.6534 -10.3586
H -1.0608 -23.0738 -11.2361
H 1.3082 -22.1238 -11.2637
H -2.3273 -19.6372 -9.1855
H 0.8342 -16.3713 -7.4831
H 2.9796 -15.1224 -7.9600
H 4.7519 -16.1388 -9.1926
H 4.4673 -18.2645 -10.2159
C -5.0926 -20.9596 -6.7472
C -6.0099 -21.7799 -6.0962
C -7.1323 -22.2601 -6.7405
C -7.3613 -21.9292 -8.0723
C -6.3848 -21.2116 -8.7838
C -5.3011 -20.6318 -8.0786
C -6.4373 -20.9403 -10.2822
O -5.6960 -20.1345 -10.7851
C -7.6692 -21.4699 -10.9574
C -7.7215 -21.4369 -12.3403
C -8.8002 -21.9946 -13.0244
C -9.8100 -22.6269 -12.3392
C -9.7183 -22.7342 -10.9482
C -8.6785 -22.1720 -10.2340
C -8.6145 -22.3110 -8.7638
O -9.5220 -22.8411 -8.1489
H -4.2173 -20.5696 -6.2440
H -5.9138 -21.7787 -5.0163
H -7.9117 -22.7504 -6.1721
H -4.5734 -20.0409 -8.6163
H -6.9643 -20.8136 -12.7962
H -8.8291 -21.9102 -14.1019
H -10.7271 -22.9404 -12.8186
H -10.4469 -23.4437 -10.5822
C -10.0941 -18.4191 -13.1248
Br -11.1698 -19.5569 -11.9062
Br -9.9312 -19.2786 -14.9027
Br -8.3367 -18.0419 -12.4299
H -10.6912 -17.5468 -13.3484

Cartesian forces (eV/Å) of the 3 atoms listed first:
-0.33 -0.96 -1.30
-0.56 0.30 0.03
0.52 -0.05 0.22

Properties
Spin multiplicity: 1
Largest force on an atom (eV Å⁻¹): 3.1
Kohn-Sham gap (eV): 8.0

***

# 3
Entry from the Open Molecules 2025 dataset: C17H44F2FeN11O19S4 as an isolated structure in a non-equilibrium geometry (ωB97M-V/def2-TZVPD).

Cartesian coordinates (Å):
Fe -2.9825 -0.6841 -0.3052
N -1.1678 -0.0788 -0.6048
S -0.1541 0.9741 0.0926
O -0.2366 2.2548 -0.5579
O 1.0576 0.5723 0.7423
F -1.0397 1.0994 1.4641
S 0.0695 -0.6102 -1.7359
O 0.9876 -1.6197 -1.2455
O 0.4994 0.2405 -2.8445
F -0.9412 -1.5898 -2.5346
C -2.3575 -3.7364 -0.3135
O -2.7096 -2.5914 -0.6990
N -3.1962 -4.4797 0.4715
N -1.1297 -4.2259 -0.5133
H -2.9153 -5.3294 0.9228
H -4.0294 -4.0014 0.7559
H -0.9407 -5.1827 -0.2730
H -0.4318 -3.7332 -1.0568
C -2.4821 3.8225 -2.8502
O -3.1361 3.7671 -1.7957
N -3.0012 4.2837 -4.0356
N -1.1795 3.4021 -2.8903
H -3.9733 4.5088 -4.1135
H -2.4352 4.1595 -4.8534
H -0.8489 2.8828 -2.0729
H -0.6313 3.6037 -3.7044
C -3.4706 -0.0524 -3.5186
O -3.4022 -0.2892 -2.3080
N -4.5788 -0.3403 -4.2426
N -2.4191 0.4459 -4.2107
H -4.6547 -0.1705 -5.2271
H -5.3942 -0.6455 -3.7430
H -2.5478 0.8451 -5.1201
H -1.5785 0.6154 -3.6677
C -4.1766 1.8753 1.0477
O -3.9877 0.9312 0.2315
N -3.4236 2.9956 1.0401
N -5.2365 1.8740 1.8962
H -2.7308 2.9920 0.2943
H -3.9086 3.8617 1.2006
H -5.9784 1.2148 1.7550
H -5.2688 2.5949 2.5930
C -2.9835 -1.1619 2.9270
O -2.7867 -1.2537 1.6861
N -3.7480 -2.0636 3.6024
N -2.3461 -0.2366 3.6682
H -3.6473 -2.1293 4.5983
H -4.3113 -2.7163 3.0949
H -2.3594 -0.2068 4.6704
H -1.6905 0.3411 3.1609
C 4.2643 -4.3070 0.4037
C 3.6162 -2.9098 0.2002
O 4.5750 -1.9598 0.6399
S 6.2220 -2.5863 0.5874
O 6.9524 -2.2369 1.7815
O 7.1622 -2.6243 -0.7140
O 5.6740 -4.1986 0.6864
H 4.2162 -4.9117 -0.5045
H 3.7664 -4.8860 1.1822
H 2.6816 -2.8281 0.7553
H 3.3220 -2.8149 -0.8469
C 1.4437 -2.8185 -4.6935
C 0.2655 -2.7318 -5.6679
O -0.4807 -3.9612 -5.5124
S 0.1078 -4.8754 -4.3342
O 0.8576 -5.9306 -4.9061
O -0.9065 -5.1541 -3.3836
O 1.0074 -3.7315 -3.7051
H 1.6859 -1.8668 -4.2272
H 2.3158 -3.1141 -5.2826
H 0.5644 -2.6710 -6.7126
H -0.4276 -1.9132 -5.4681
C 2.3202 1.5822 4.8993
C 2.1962 1.0063 6.3051
C 1.0583 0.0089 6.1992
O 1.3681 -0.6129 4.9393
C 1.8079 0.4073 4.0435
H 3.3165 1.9711 4.6974
H 1.6773 2.4625 4.7854
H 2.0854 1.7406 7.1059
H 3.1279 0.4665 6.4831
H 0.0181 0.3550 6.2421
H 1.1618 -0.7610 6.9659
H 0.9871 0.7618 3.4130
H 2.5952 0.0087 3.4058
C 3.3502 3.8858 1.6208
C 3.4630 5.3841 1.3563
C 3.4985 5.4846 -0.1888
O 3.6850 4.1755 -0.6721
C 3.0629 3.2821 0.2551
H 2.4910 3.6778 2.2664
H 4.2251 3.4101 2.0611
H 4.4330 5.7294 1.7192
H 2.6864 5.9560 1.8575
H 4.3445 6.0903 -0.5218
H 2.6275 6.0605 -0.5377
H 3.4711 2.2874 0.0824
H 1.9912 3.1819 0.0610

Cartesian forces (eV/Å) of the 3 atoms listed first:
1.15 0.42 -0.49
-1.74 -1.40 0.04
2.48 0.07 0.08

Properties
Spin multiplicity: 9
<S²>: 20.024
Largest force on an atom (eV Å⁻¹): 3.6
Kohn-Sham gap (spin up / spin down) (eV): 5.0 / 5.4
Charge: +1

***

# 4
Entry from the Open Molecules 2025 dataset: one molecule with the formula C4H10N4 in a non-equilibrium geometry (ωB97M-V/def2-TZVPD).

Cartesian coordinates (Å):
H 1.9615 2.0112 -0.4578
N 2.5024 1.2119 -0.1926
C 1.8440 0.1579 0.0436
N 2.4815 -1.0682 -0.0390
N 0.4845 0.0884 0.4445
C -0.4603 -0.9216 0.2022
C -1.3243 0.1309 -0.4118
N -2.7735 -0.1144 -0.0075
C -0.5295 1.1451 0.4070
H 2.2026 -1.8599 0.4472
H 3.4617 -1.0603 -0.2900
H -0.9335 -1.4025 1.0214
H -0.2062 -1.8767 -0.3605
H -1.0846 0.2107 -1.4750
H -3.3055 0.7597 -0.1531
H -3.1628 -0.7534 -0.6857
H -0.9753 1.2429 1.4690
H -0.1829 2.0984 0.0380

Cartesian forces (eV/Å) of the 3 atoms listed first:
-0.47 0.42 0.39
0.86 0.12 -0.69
-1.35 -0.63 0.80

Properties
Spin multiplicity: 1
Structure (SMILES): [H]/N=C(/N)N1CC(N)C1
Largest force on an atom (eV Å⁻¹): 3.9
Energy above the lowest of the compared OMol25 structures with the same formula, charge and spin (kcal per mole): 43.3
Kohn-Sham gap (eV): 9.2

***

# 5
Entry from the Open Molecules 2025 dataset: one molecule with the formula C6H7ClO in a non-equilibrium geometry (ωB97M-V/def2-TZVPD).

Cartesian coordinates (Å):
O 0.2227 -2.1547 0.5666
C 0.1037 -0.7448 0.3189
C 0.8402 0.1253 1.2050
C 1.1496 0.1157 -0.2836
C 0.4946 1.2185 -0.9739
C -0.8200 1.0764 -0.9082
C -1.1905 -0.2290 -0.1846
Cl -2.4345 -0.0171 1.1179
H 0.0269 -2.5593 -0.3380
H 1.5188 -0.4160 1.9306
H 0.2347 0.9354 1.5785
H 2.1436 -0.2594 -0.5940
H 0.9657 2.0380 -1.4388
H -1.6305 1.7993 -1.1380
H -1.6249 -0.9282 -0.8583

Cartesian forces (eV/Å) of the 3 atoms listed first:
-0.49 0.61 -2.60
-0.41 -2.18 0.23
1.05 -0.43 1.83

Properties
Spin multiplicity: 1
Structure (SMILES): O[C@@]12C[C@@H]1C=C[C@@H]2Cl
Largest force on an atom (eV Å⁻¹): 2.7
Energy above the lowest of the compared OMol25 structures with the same formula, charge and spin (kcal per mole): 42.9
Kohn-Sham gap (eV): 10.1

***

# 6
Entry from the Open Molecules 2025 dataset: one molecule with the formula C7H14N2 (ωB97M-V/def2-TZVPD).

Cartesian coordinates (Å):
C -2.2894 -0.9335 0.1479
C -1.3863 -0.1801 -0.4570
C -1.4293 0.1611 -1.9117
C -0.2022 0.4011 0.2643
N 1.0280 -0.1686 -0.2432
C 1.2060 -1.5352 0.2262
C 2.2253 0.6246 -0.0787
C -0.3361 0.8600 1.6760
N -0.3315 1.8016 0.5696
H -3.1338 -1.3378 -0.3865
H -2.2294 -1.1747 1.1949
H -1.5803 1.2366 -2.0231
H -0.4723 -0.0922 -2.3699
H -2.2329 -0.3723 -2.4173
H 1.4154 -1.5964 1.2993
H 0.3024 -2.1077 0.0015
H 2.0278 -1.9895 -0.3167
H 3.0639 0.0693 -0.5043
H 2.4722 0.8580 0.9730
H 2.1224 1.5549 -0.6430
H 0.5263 0.8032 2.3303
H -1.2871 0.7731 2.1823
H 0.5210 2.3444 0.4862

Cartesian forces (eV/Å) of the 3 atoms listed first:
-0.04 -0.02 -0.01
0.08 0.12 -0.03
-0.06 0.00 0.00

Properties
Spin multiplicity: 1
Structure (SMILES): C=C(C)[C@]1(N(C)C)CN1
Largest force on an atom (eV Å⁻¹): 0.8
Energy above the lowest of the compared OMol25 structures with the same formula, charge and spin (kcal per mole): 47.1
Kohn-Sham gap (eV): 9.4